# C25H65BCl2IO10S8

A cluster of 9 separate species, C25H65BCl2IO10S8 in total in a non-equilibrium geometry (ωB97M-V/def2-TZVPD, OMol25).

Its HOMO energy is -4.31 eV. The calculation puts the total energy at -167950.064 eV. The HOMO-LUMO gap comes out at 5.983 eV. As for the max |F|: 0.1666 Eh/bohr. The calculation puts the lowest unoccupied orbital energy at 1.676 eV. The charge is -1.

CARTESIAN COORDINATES (ANGSTROEM)
1 H 4.225 8.401 -1.175
2 H -2.795 6.617 -4.956
3 H -4.475 -1.235 4.673
4 H -8.518 -5.012 3.567
5 Cl -0.046 -2.958 4.032
6 C -0.098 -1.795 -0.828
7 C 2.727 4.225 5.121
8 C 0.065 2.147 -4.491
9 H -4.874 -5.818 2.492
10 H -0.833 8.756 -3.808
11 H -2.029 -2.744 2.582
12 H -5.600 -5.977 4.112
13 H 5.023 6.958 -1.851
14 H -0.154 7.826 -2.447
15 H -3.977 0.169 3.487
16 H -0.771 3.812 -6.657
17 H 2.427 3.182 4.996
18 H 6.547 -9.344 3.646
19 O 4.403 -8.437 1.812
20 H -7.517 -4.605 4.996
21 H 2.100 2.557 0.610
22 H -1.641 2.664 -7.706
23 C -2.179 -1.079 4.127
24 H -2.171 -1.703 5.146
25 H 0.708 1.442 -3.959
26 H -4.151 -0.087 -5.817
27 C 6.850 -8.632 2.874
28 O -6.280 -0.902 -3.037
29 C -5.800 -5.736 3.065
30 H 6.741 -7.615 3.257
31 H -1.117 -1.926 -1.436
32 O -0.699 5.167 -3.639
33 C 3.414 6.387 -4.142
34 S -4.934 -0.530 -3.586
35 H 0.558 3.121 -4.537
36 H -0.889 2.233 -3.967
37 H 2.702 -5.728 2.269
38 H -4.068 -1.594 2.775
39 O -5.444 -3.150 3.649
40 C -7.845 -4.273 4.008
41 O -0.617 2.751 -1.425
42 H 6.264 3.224 5.050
43 O 1.995 8.416 -3.128
44 H 2.875 -7.208 3.262
45 H 2.767 4.480 6.183
46 H 0.423 -8.199 0.417
47 H 1.607 -0.665 1.408
48 H 4.764 2.277 5.232
49 H -0.306 1.849 2.340
50 S 2.776 7.220 -2.668
51 S -0.204 1.526 -6.169
52 S 5.788 -8.866 1.428
53 H 6.430 -6.584 0.982
54 C 4.382 7.811 -2.081
55 H -3.814 1.582 -3.858
56 H -5.591 1.783 -3.775
57 I -2.136 0.078 0.653
58 C -4.730 1.254 -3.361
59 H 0.666 -2.528 -1.381
60 H 4.850 8.438 -2.844
61 O 4.293 3.975 2.967
62 C -0.028 3.003 -0.070
63 H 0.833 -2.803 1.125
64 C -1.854 6.696 -5.505
65 H 2.003 4.873 4.621
66 C 2.233 -6.355 3.031
67 B -0.640 -1.108 1.805
68 H -0.967 -3.204 0.736
69 C -3.804 -0.984 3.739
70 Cl -1.534 0.599 4.564
71 O -0.453 4.057 0.656
72 S -0.459 6.449 -4.380
73 H -5.253 -1.487 -5.756
74 H -1.819 5.924 -6.277
75 H 1.940 -8.585 1.270
76 C -0.880 7.810 -3.264
77 S 0.627 -6.946 2.445
78 S 4.353 4.494 4.373
79 H -4.656 1.463 -2.291
80 H 7.890 -8.820 2.597
81 H 0.334 -0.718 -0.981
82 H -5.919 0.165 -5.676
83 H -8.368 -3.318 4.102
84 H -0.603 3.593 -1.971
85 H 1.795 -7.063 0.337
86 H 5.177 3.547 6.425
87 C -1.309 2.862 -6.684
88 C 1.103 1.909 0.498
89 O -1.026 0.276 -6.061
90 H 2.572 5.967 -4.696
91 H -2.178 2.903 -6.023
92 H 1.357 1.070 -0.276
93 C -0.177 -2.309 0.724
94 H 4.088 5.581 -3.843
95 H -6.541 -6.426 2.656
96 C 6.518 -7.533 0.447
97 H 1.165 -0.519 3.234
98 H 3.943 7.103 -4.776
99 O -0.153 -5.750 1.985
100 H 7.569 -7.758 0.251
101 C -1.293 -1.938 3.065
102 C -5.079 -0.472 -5.388
103 H -1.882 7.660 -2.855
104 C 0.684 1.332 2.000
105 C 0.741 -0.290 2.141
106 C 5.221 3.260 5.372
107 S -6.413 -4.039 2.927
108 H 5.980 -7.466 -0.502
109 H -1.775 7.680 -5.974
110 C 1.266 -7.779 0.971
111 H 2.076 -5.765 3.938
112 H 1.531 1.759 2.727